No. 1
DFT (ωB97M-V with the def2-TZVPD basis set) results for a single C21H26N4O4 molecule.

Atoms and positions in Å:
C1 3.2782 -3.5873 -0.2756
H1 4.3272 -3.5440 0.0137
O1 2.5985 -2.7490 0.6262
C2 1.2377 -2.6464 0.5129
C3 0.4672 -3.2554 -0.4665
C4 -0.9072 -3.0684 -0.4988
C5 -1.5272 -2.2611 0.4425
C6 -0.7542 -1.6563 1.4345
C7 0.6067 -1.8529 1.4716
H2 1.2094 -1.3946 2.2373
H3 -1.2409 -1.0283 2.1637
O2 -2.8733 -1.9972 0.4919
C8 -3.6391 -2.2088 -0.6755
C9 -3.0190 -1.6018 -1.9400
O3 -2.8577 -2.2924 -2.9330
N1 -2.6541 -0.3098 -1.8871
C10 -2.9611 0.6208 -0.8144
H4 -3.9865 0.9940 -0.9402
C11 -1.9865 1.7967 -0.8184
H5 -2.2357 2.5289 -1.5868
H6 -2.0251 2.2863 0.1543
C12 -0.5601 1.2966 -1.0653
N2 0.3539 2.4155 -1.0313
C13 1.2825 2.7537 -0.1095
C14 1.8994 3.9080 -0.5587
C15 1.2546 4.1979 -1.7634
N3 0.3299 3.2985 -2.0291
H7 1.4252 5.0157 -2.4344
H8 2.6889 4.4518 -0.0817
N4 1.5765 2.0368 1.0533
C16 0.6869 1.7165 2.0422
O4 -0.5149 1.8094 1.9062
C17 1.2975 1.2393 3.3156
C18 2.6257 0.5303 3.3818
C19 2.5084 1.9198 3.9066
H9 2.5198 2.0713 4.9750
H10 2.9618 2.7328 3.3582
H11 2.7169 -0.2770 4.0930
H12 3.1684 0.3497 2.4655
H13 0.5303 0.9203 4.0103
H14 2.5541 2.0603 1.3039
H15 -0.2803 0.6114 -0.2601
C20 -0.4679 0.5913 -2.4330
C21 -1.8594 0.2413 -2.9640
H16 -2.3555 1.1268 -3.3683
H17 -1.7945 -0.5141 -3.7484
H18 0.1245 -0.3196 -2.3356
H19 0.0226 1.2573 -3.1430
H20 -2.8964 0.1161 0.1491
H21 -4.6118 -1.7516 -0.4717
H22 -3.7864 -3.2796 -0.8654
H23 -1.4731 -3.5563 -1.2752
H24 0.9146 -3.8833 -1.2204
H25 2.9270 -4.6218 -0.2059
H26 3.1741 -3.2381 -1.3084

Atoms 1-2, force components in eV/Å:
C 0.1 -0.1 -0.1
H -0.1 0.0 -0.1

Output
LUMO level (eV): 0.60
E_HOMO (eV): -8.08
SMILES string: COc1ccc(OCC(=O)N2CCC(n3nccc3NC(=O)C3CC3)CC2)cc1
Energy relative to the best compared isomer or geometry (same formula, charge and spin) (kcal per mole): 87.4

---

No. 2
DFT (ωB97M-V with the def2-TZVPD basis set) results for C2H3F4InNO4S2 as an isolated structure.

Atoms and positions in Å:
N1 -0.0680 -0.9166 -0.1070
S1 -0.5718 -1.4159 -1.9020
O1 -1.0047 -0.0392 -2.4267
O2 -1.7659 -2.2285 -1.6083
S2 1.1434 0.1376 -0.1813
O3 0.6705 1.5269 -0.4821
O4 2.2047 -0.3510 -1.0431
C1 1.8374 0.2918 1.5565
F1 1.0553 1.0484 2.2935
F2 1.9371 -0.9111 2.0752
F3 3.0266 0.8422 1.4483
In1 -0.6028 1.7636 -1.9420
F4 -1.9726 2.8192 -1.6110
C2 -1.2424 -0.6512 0.8071
H1 -1.9736 0.1052 0.4974
H2 -0.8746 -0.4238 1.8135
H3 -1.7984 -1.5976 0.8119

Atoms 1-2, force components in eV/Å:
N -0.2 1.4 -0.1
S -1.5 -3.6 0.9

Output
LUMO level (eV): -6.97
E_HOMO (eV): -14.83
Net charge: +1
Energy relative to the best compared isomer or geometry (same formula, charge and spin) (kcal per mole): 0.0

---

No. 3
DFT (ωB97M-V with the def2-TZVPD basis set) results for C25H58N2O2Si3Ti as an isolated structure.

Atoms and positions in Å:
O1 -0.4161 0.2760 -2.6940
O2 0.8167 2.0844 -4.8484
C1 0.1344 -1.0149 -3.0413
C2 -0.8063 -2.1851 -2.8284
H1 1.0302 -1.1324 -2.4103
H2 0.4955 -0.9547 -4.0826
H3 -1.4919 -2.0123 -1.9774
H4 -0.2427 -3.1060 -2.6263
H5 -1.3948 -2.3521 -3.7381
C3 -1.7030 0.5740 -3.2909
C4 -1.8160 0.3127 -4.7673
H6 -1.8732 1.6323 -3.0533
H7 -2.4931 -0.0078 -2.7796
H8 -1.0223 0.8033 -5.3379
H9 -2.7793 0.6969 -5.1164
H10 -1.8008 -0.7628 -4.9665
C5 0.6375 3.2073 -4.0000
C6 2.1331 1.5636 -4.7914
C7 -0.6986 3.8399 -4.3049
H11 1.4428 3.9446 -4.1812
H12 0.6904 2.8790 -2.9468
H13 -0.6700 4.3080 -5.2936
H14 -0.9099 4.6138 -3.5657
H15 -1.4995 3.0977 -4.2962
C8 2.3693 0.7066 -6.0215
H16 2.2291 0.9600 -3.8690
H17 2.8838 2.3745 -4.7604
H18 1.7120 -0.1724 -6.0261
H19 3.4092 0.3678 -6.0345
H20 2.1809 1.2873 -6.9348
H21 -0.4667 -2.6611 1.4060
Ti1 -0.2464 -0.7232 1.3017
C9 1.1039 -2.1647 0.3249
Si1 2.3633 -0.7840 0.1024
H22 1.5176 -3.0661 0.7908
H23 0.5744 -2.4585 -0.5944
C10 3.5973 -1.3253 -1.2168
C11 3.3713 -0.4429 1.6621
C12 1.6622 0.8915 -0.4515
C13 -1.6367 -2.6614 1.3475
Si2 -2.7631 -1.1678 1.0023
H24 -1.9527 -3.0765 2.3202
H25 -1.8609 -3.3870 0.5475
C14 -4.0581 -1.7204 -0.2434
C15 -2.0082 0.4342 0.2560
C16 -3.6235 -0.6410 2.5815
H26 0.8676 0.8512 -1.2190
H27 2.5158 1.3970 -0.9378
H28 1.3476 1.5496 0.3767
H29 3.7587 -2.4140 -1.1747
H30 4.5647 -0.8281 -1.0337
H31 3.2628 -1.0626 -2.2340
H32 3.3214 -1.2701 2.3834
H33 3.0793 0.4860 2.1764
H34 4.4224 -0.3303 1.3450
H35 -1.9874 0.4084 -0.8404
H36 -0.9997 0.8546 0.5584
H37 -2.7042 1.2313 0.5636
H38 -4.5276 -0.0773 2.3139
H39 -3.0079 -0.0090 3.2344
H40 -3.9236 -1.5264 3.1547
H41 -4.9657 -1.1124 -0.1253
H42 -4.3275 -2.7695 -0.0694
H43 -3.7163 -1.6202 -1.2813
C17 0.8087 -4.1347 3.0426
C18 0.8470 -2.8039 3.7273
C19 1.3761 -2.7067 5.0041
C20 1.3372 -1.4978 5.6916
C21 0.8078 -0.3695 5.0626
C22 0.3886 -0.4887 3.7378
N1 0.4085 -1.6841 3.1005
N2 -0.0306 0.5282 2.8901
Si3 -0.3223 2.1929 3.4456
C23 -1.6271 2.0808 4.7843
C24 1.2779 2.9178 4.0997
C25 -0.9562 3.2527 2.0458
H44 -0.1561 -4.3628 2.5774
H45 1.6154 -4.2322 2.3059
H46 0.9900 -4.9020 3.8070
H47 1.7927 -3.6104 5.4473
H48 1.6983 -1.4270 6.7162
H49 0.7712 0.6050 5.5491
H50 -1.5649 1.1500 5.3653
H51 -1.4828 2.9266 5.4737
H52 -2.6345 2.1535 4.3508
H53 1.8018 3.4518 3.2925
H54 1.0542 3.6451 4.8974
H55 1.9590 2.1590 4.5091
H56 -0.2066 3.3922 1.2547
H57 -1.8877 2.8871 1.5951
H58 -1.1666 4.2440 2.4834

Atoms 1-2, force components in eV/Å:
O -0.7 -0.6 -0.5
O 0.4 0.5 -0.2

Output
LUMO level (spin up / spin down) (eV): 0.59 / 0.58
Multiplicity: 3
E_HOMO (spin up / spin down) (eV): -5.95 / -7.06
⟨S²⟩: 2.007
Energy relative to the best compared isomer or geometry (same formula, charge and spin) (kcal per mole): 3.2

---

No. 4
DFT (ωB97M-V with the def2-TZVPD basis set) results for C35H63AlN8O as an isolated structure.

Atoms and positions in Å:
Al1 6.4797 12.6459 13.3242
C1 7.7152 8.7559 11.6192
C2 6.4030 8.6369 12.4320
C3 6.6048 7.8106 13.7187
O1 5.8051 9.8928 12.5636
H1 8.4945 9.2280 12.2174
H2 7.5788 9.4319 10.7751
H3 8.0784 7.8364 11.1603
H4 5.8412 7.9378 11.8126
H5 6.9609 8.5483 14.4377
H6 7.1627 6.9055 13.4785
H7 5.6031 7.5725 14.0764
C4 6.4796 9.5197 7.8354
C5 5.8718 10.6953 7.1120
C6 6.4118 11.9834 7.7420
C7 6.2839 12.2154 9.1364
N1 6.2355 12.3923 10.2686
H8 7.5620 9.4010 7.8845
H9 6.1336 8.5610 7.4490
H10 6.1897 9.3384 8.8704
H11 4.7848 10.6488 7.1773
H12 6.1164 10.7932 6.0543
H13 6.1170 12.8601 7.1652
H14 7.4640 11.9420 7.4608
C8 9.6540 5.3414 6.7970
C9 9.6515 6.8392 7.1218
C10 10.1500 7.0974 8.5724
C11 11.5261 6.7126 8.7831
N2 12.6248 6.4443 9.0266
H15 9.3019 4.7586 7.6482
H16 10.6899 5.0222 6.6819
H17 9.1923 4.9479 5.8914
H18 8.6619 7.2878 7.0346
H19 10.2900 7.4350 6.4696
H20 9.4179 6.5855 9.1970
H21 10.0115 8.1674 8.7280
C12 8.0429 5.6328 15.8186
C13 8.1122 4.9374 17.1242
C14 8.3507 5.8229 18.3078
C15 9.6956 6.3792 18.2850
N3 10.7973 6.7328 18.2708
H22 8.1761 4.8680 15.0535
H23 8.8909 6.2648 15.5549
H24 7.0982 6.0611 15.4838
H25 8.9586 4.2786 16.9300
H26 7.2412 4.2825 17.1502
H27 8.2321 5.3305 19.2729
H28 7.5986 6.6106 18.3501
C16 11.6650 7.8807 13.9744
C17 11.4412 9.3298 13.5452
C18 12.7416 10.1425 13.6924
C19 13.9666 9.6055 13.0602
N4 14.9149 9.1868 12.6023
H29 10.8190 7.3561 14.4186
H30 12.4973 7.7059 14.6562
H31 12.1474 7.3042 13.1851
H32 10.8135 9.8629 14.2593
H33 10.9263 9.2738 12.5862
H34 12.9227 10.4325 14.7273
H35 12.5746 11.0896 13.1794
C20 8.5120 4.6174 11.7770
C21 7.8028 3.3419 12.3324
C22 7.0908 2.5175 11.2712
C23 6.5406 1.2426 11.5899
N5 6.1662 0.2130 11.8240
H36 9.0290 4.9797 12.6656
H37 7.7742 5.3304 11.4091
H38 9.1310 4.4168 10.9025
H39 7.0549 3.7317 13.0229
H40 8.5711 2.7585 12.8397
H41 7.8428 2.4834 10.4829
H42 6.3190 3.0818 10.7478
C24 12.1825 10.5920 9.8694
C25 11.4363 11.8940 9.4203
C26 9.9329 11.7417 9.7097
C27 9.5488 11.7771 11.1669
N6 9.2690 11.7982 12.2836
H43 11.9885 10.4478 10.9322
H44 13.2545 10.7415 9.7405
H45 11.8805 9.7302 9.2742
H46 11.6476 12.1228 8.3757
H47 11.7560 12.7461 10.0201
H48 9.4280 10.9037 9.2291
H49 9.4477 12.6869 9.4663
C28 0.3556 8.7533 11.1941
C29 1.4197 9.8805 11.5247
C30 2.8229 9.5139 11.1111
C31 2.8618 8.5155 10.0246
N7 2.8856 7.8515 9.0734
H50 0.6819 7.8554 11.7189
H51 0.3890 8.6430 10.1102
H52 -0.6217 9.0919 11.5382
H53 1.2769 10.1212 12.5782
H54 1.2388 10.8564 11.0741
H55 3.2336 8.8483 11.8703
H56 3.4254 10.4039 10.9293
C32 10.9287 11.7250 18.0667
C33 9.6471 11.1842 18.5916
C34 9.1464 10.1449 17.6081
C35 8.6990 10.5535 16.2685
N8 8.2253 10.9685 15.2005
H57 11.3295 12.4506 18.7745
H58 10.8028 12.2271 17.1074
H59 11.6484 10.9064 18.0582
H60 8.9416 12.0005 18.7459
H61 9.8359 10.9151 19.6308
H62 8.2921 9.5776 17.9774
H63 9.9620 9.4224 17.5787

Atoms 1-2, force components in eV/Å:
Al 0.5 -0.7 -0.3
C 0.3 1.1 -0.4

Output
LUMO level (spin up / spin down) (eV): -3.30 / -5.23
Multiplicity: 2
E_HOMO (spin up / spin down) (eV): -13.18 / -13.18
⟨S²⟩: 0.755
Net charge: +1

---

Values of max |F|, in order: 0.78, 5.07, 2.01, 8.38, all in eV/A.